(1)
Computed, not measured: a cluster of 9 separate species, C9H36O9 in total at a distorted geometry, with ωB97M-V/def2-TZVPD.

Geometry as XYZ:
```
54
Properties=species:S:1:pos:R:3:forces:R:3:mulliken_charge:R:1
C -3.341945 -1.507626 -1.560682 -0.015 0.876 0.067 -0.5073
O -1.964675 -1.588126 -1.563592 1.776 -1.093 -0.942 -0.4095
H -3.638855 -1.419986 -0.515572 -0.892 -0.216 -0.120 0.1402
H -3.618035 -0.620826 -2.131172 -0.585 0.273 0.128 0.2632
H -3.754785 -2.355536 -2.107232 -0.055 -0.201 0.436 0.2025
H -1.535355 -1.014996 -0.924212 -0.215 0.268 0.448 0.4396
C 2.445215 4.849094 0.423798 0.827 -0.365 0.229 -0.4938
O 2.530995 3.421664 0.296778 -0.501 0.443 -0.134 -0.4344
H 1.906285 5.166994 1.316318 -0.375 -0.085 -0.086 0.2661
H 3.458185 5.236104 0.534258 0.084 0.290 -0.168 0.3032
H 2.004205 5.270984 -0.479312 -0.051 -0.220 0.182 0.1052
H 2.915165 3.074974 1.105368 0.046 -0.020 0.008 0.2762
C 0.621405 0.525314 -0.207112 -0.166 -0.005 0.430 -0.1725
O -0.559695 -0.078986 0.304118 -0.529 -0.090 -0.455 -0.4559
H 1.459175 -0.021366 0.225768 0.392 0.355 -0.303 0.1565
H 0.613245 0.455134 -1.294812 -0.032 -0.248 0.083 0.0592
H 0.633185 1.586394 0.042018 0.303 0.024 0.102 0.1691
H -0.535945 -0.107536 1.263398 0.036 0.219 0.086 0.1157
C -4.154915 -1.336266 3.275058 0.546 0.145 -0.236 -0.7203
O -2.833795 -1.617696 2.805718 -0.539 -0.528 0.022 -0.4661
H -4.597275 -0.469246 2.784448 -0.029 -0.003 -0.339 0.2786
H -4.756015 -2.220036 3.061208 0.003 0.124 0.136 0.2375
H -4.175615 -1.098636 4.338628 0.057 -0.282 0.245 0.2750
H -2.276365 -0.839796 2.881508 -0.374 0.400 0.029 0.3666
C 2.993165 -2.154526 -1.642342 -0.478 -0.054 0.806 -0.3505
O 3.506375 -2.376216 -0.332262 0.638 -0.229 -0.878 -0.5912
H 3.491975 -2.822076 -2.344952 0.158 0.357 0.023 0.3346
H 1.928785 -2.385656 -1.684372 -0.215 -0.245 -0.043 0.0343
H 3.049425 -1.096066 -1.896492 0.423 0.073 -0.431 0.2369
H 2.894415 -2.037396 0.325238 -0.143 -0.034 0.114 0.3136
C -0.378575 -0.320746 4.169178 1.183 0.519 1.554 -0.6451
O -1.154485 0.484004 3.308248 -0.396 -0.396 -0.320 -0.5659
H 0.607215 0.144274 4.177668 0.500 -0.662 -0.067 0.3185
H -0.700835 -0.252686 5.208218 -0.431 0.107 0.111 0.3685
H -0.355235 -1.395706 3.990208 -0.191 0.300 -0.899 0.2565
H -1.174895 1.345524 3.731308 -0.252 0.181 -0.280 0.2700
C 0.481935 -1.634056 -4.190632 -1.116 0.235 0.585 -0.2516
O 1.571295 -2.235516 -4.769302 1.907 -0.757 -0.524 -0.5220
H 0.014145 -1.058206 -4.989182 -0.845 0.247 0.496 0.3934
H -0.147795 -2.413656 -3.761972 -0.319 0.133 -0.359 0.1848
H 0.755015 -1.017096 -3.334542 -0.002 0.418 -0.002 -0.0813
H 2.115315 -1.511116 -5.086932 0.345 -0.261 -0.168 0.3017
C 0.677695 -2.889026 1.397898 -1.149 -0.764 -1.286 -0.4002
O 1.801865 -2.072876 1.627458 -0.299 0.231 0.966 -0.5106
H -0.291405 -2.394776 1.466078 0.114 0.434 0.428 0.1390
H 0.705875 -3.187946 0.350068 0.232 -0.035 -0.065 0.1779
H 0.595365 -3.822246 1.955038 0.556 0.121 0.401 0.3552
H 2.029915 -2.100306 2.559578 0.090 0.058 0.018 0.2644
C -0.052525 4.130244 -2.211972 0.550 -0.389 -0.031 -0.2446
O -1.382325 4.542674 -2.406252 -0.388 0.376 0.441 -0.5215
H 0.673025 4.938894 -2.300032 -0.001 0.126 -0.488 0.2659
H 0.145475 3.752554 -1.208852 -0.640 -0.124 0.136 -0.0627
H 0.149575 3.316194 -2.908092 0.478 0.034 -0.081 0.2288
H -1.393585 5.233564 -3.072682 -0.023 -0.059 -0.007 0.3084
```
Forces are in eV/Å.

Results
- Gap between HOMO and LUMO: 9.23 eV
- HOMO: -9.233 eV
- ΔE to the lowest compared entry with this formula, charge and spin: 548.86 kJ/mol
- Total charge: 0
- SMILES: CO.CO.CO.CO.CO.CO.CO.CO.CO
- Largest force on an atom: 2.29 eV/Å

(2)
Computed, not measured: a structure of composition C9H3Co2NO8 at a distorted geometry, with ωB97M-V/def2-TZVPD.

Geometry as XYZ:
```
23
Properties=species:S:1:pos:R:3:forces:R:3:mulliken_charge:R:1
N 0.562451 -0.515834 0.170947 1.267 -0.666 0.190 0.2907
O 1.103680 0.338758 -0.527340 -0.354 -0.989 0.879 -0.3441
O 1.136373 -1.415944 0.800967 -0.795 1.561 -1.091 -0.4321
O -2.149092 5.101385 3.017747 -3.048 -1.622 -0.549 -0.2657
C -3.120521 4.482855 2.858084 3.870 1.758 1.267 0.2155
Co -4.461723 3.442295 2.491119 -0.181 -1.556 -2.455 0.3236
C -4.195145 2.129969 3.625740 2.258 -3.509 2.929 0.1445
O -3.980294 1.246540 4.350564 -1.005 2.577 -2.038 -0.2578
C -5.927210 4.324610 2.873593 -4.438 3.104 0.445 0.1968
O -6.900205 4.887287 3.160533 2.557 -1.575 -0.464 -0.2735
C -3.907185 2.887589 0.623129 1.096 0.952 -2.104 0.2383
C -2.983545 1.907095 0.282085 2.979 2.057 -0.057 -0.3215
C -1.689763 1.605605 0.080646 -0.658 0.359 -0.197 -0.6360
Co -4.658866 1.274833 0.250733 -2.198 -1.649 1.460 -0.0346
C -4.384152 -0.276336 1.156686 -1.364 -3.980 1.149 0.2217
O -4.557364 -1.326307 1.613343 1.037 2.907 -0.968 -0.2834
C -4.745250 0.594833 -1.467667 -1.085 -0.714 -2.508 0.2014
O -5.004478 0.142638 -2.502539 1.038 1.253 3.006 -0.2758
C -6.429003 1.471515 0.561685 -3.511 0.559 0.225 0.4333
O -7.556494 1.612990 0.787130 2.846 -0.370 -0.504 -0.2982
H -4.095838 3.797531 -0.000177 0.192 -0.164 0.965 0.5377
H -1.392435 0.564167 -0.027824 0.056 0.276 -0.113 0.3382
H -0.914519 2.381367 -0.083669 -0.560 -0.568 0.534 0.2809
```
Forces are in eV/Å.

Results
- Gap between HOMO and LUMO: 2.20 eV
- HOMO: -6.856 eV
- ΔE to the lowest compared entry with this formula, charge and spin: 13.17 kJ/mol
- Total charge: 0
- Largest force on an atom: 5.43 eV/Å

Number 1: total energy -28339.6175 eV. Number 2: total energy -102493.8547 eV.